Formula: C9H21N2O2
Source: the Open Molecules 2025 dataset
Level of theory: the ωB97M-V functional and the def2-TZVPD basis

The geometry in XYZ format:
```
34
Properties=species:S:1:pos:R:3:forces:R:3
C 0.429588 -2.704828 0.714153 0.26 -1.43 3.09
C 0.290463 -1.999229 2.082602 -0.60 -0.61 1.27
C 0.382889 -0.590137 -0.564592 2.61 -1.08 -5.24
C 0.120083 0.141294 1.285351 -4.79 0.53 3.90
C -1.763357 0.522319 -1.388911 -1.34 3.09 -3.59
C -0.071667 -0.600895 -2.961853 0.72 -0.08 -2.03
C 1.773630 1.981899 1.217166 0.15 -1.57 2.96
C -0.532148 2.469847 1.716677 0.06 1.41 -0.28
C -0.266256 0.255545 -1.732089 -1.20 -3.35 2.68
N 0.456479 1.420771 1.502562 0.12 4.07 -0.97
N -0.193025 -1.951450 -0.315428 -0.24 1.98 -3.93
O 0.820145 -0.684949 2.096519 1.52 -2.65 1.14
O 0.442721 1.430888 -1.735079 0.76 0.70 -0.31
H 1.460163 -2.981855 0.539440 0.25 0.45 -0.71
H -0.125392 -3.634597 0.763551 -0.03 -0.38 0.23
H -0.804864 -1.929650 2.255387 0.14 0.18 0.04
H 0.627814 -2.612894 3.031802 0.01 1.22 -2.31
H 1.463895 -0.763244 -0.790161 -0.66 0.33 0.41
H -1.024151 -0.010080 1.473742 1.48 0.30 -0.20
H -1.931314 0.750399 -0.373756 -0.22 -0.29 1.34
H -2.672143 0.020456 -1.902453 1.89 0.04 0.98
H -1.899435 1.625610 -1.842884 0.12 -2.21 0.82
H 1.019754 -0.990710 -3.043800 -1.95 0.52 0.10
H -0.850356 -1.395336 -3.146653 0.92 0.51 0.65
H -0.245196 0.057777 -3.840077 0.22 -0.30 0.12
H 2.227495 1.304565 0.553853 1.10 -0.43 -0.83
H 1.788646 2.992777 0.916279 -0.50 0.97 -0.81
H 2.280873 1.993003 2.219395 0.16 -0.17 -0.89
H -0.346190 3.084652 2.662883 0.07 -1.06 -0.92
H -0.447576 3.279171 0.868238 -0.58 -1.75 1.34
H -1.495936 1.961497 1.835620 0.01 0.65 -0.30
H -0.163425 -2.475690 -1.250870 0.08 0.64 1.43
H -1.179592 -1.740213 -0.210021 -0.62 -0.49 0.79
H 0.427386 1.773290 -2.636594 0.10 0.25 0.02
```
Forces are in eV/Å.

Summary:
* relative energy (zero: lowest compared OMol25 entry of this formula, charge and spin): 106.0 kcal per mole
* charge: +1
* 2S+1: 3

=====

Formula: C9H21N3O
Source: the Open Molecules 2025 dataset
Level of theory: the ωB97M-V functional and the def2-TZVPD basis

The geometry in XYZ format:
```
34
Properties=species:S:1:pos:R:3:forces:R:3
C 2.310743 2.613906 -0.534645 0.55 0.15 1.12
C 1.117007 1.972208 0.169352 -1.06 0.16 -0.03
O -0.021342 2.421643 -0.031368 1.27 -0.55 0.49
N 1.296716 0.843424 0.951452 -0.63 0.46 -1.02
C 2.424302 -0.071892 0.798210 0.70 1.32 1.19
C 2.479204 -1.114090 -0.295960 -0.66 0.91 -1.13
C 1.411334 -2.166544 -0.224134 -1.28 -1.83 -0.91
C 0.058563 -1.930685 -0.960242 0.94 1.24 -0.08
N -0.805237 -0.917543 -0.416346 -0.66 2.41 0.00
C -1.721760 -1.128567 0.709872 -0.82 -0.93 -0.56
C -2.628477 0.059718 1.074552 -0.39 -0.29 0.14
C -3.578812 0.577169 -0.038883 1.60 0.88 0.85
N -2.875688 1.291550 -1.115008 -1.01 -1.73 -0.65
H 3.186284 2.982156 0.112043 -1.49 -0.65 -0.70
H 1.887875 3.438395 -1.108131 0.26 -0.11 0.01
H 2.692267 1.836439 -1.184808 0.33 0.05 -0.42
H 0.397444 0.422272 1.225997 0.82 0.35 -0.11
H 2.478372 -0.505960 1.788562 0.21 -0.77 0.11
H 3.329100 0.560426 0.776994 -0.28 -0.22 -0.25
H 3.431474 -1.609554 -0.169193 0.44 0.00 -0.17
H 2.447295 -0.627513 -1.327154 0.21 -0.50 1.16
H 1.205486 -2.489489 0.790926 0.00 0.18 0.47
H 1.749390 -3.100076 -0.714278 0.35 0.36 0.18
H 0.313593 -1.661362 -2.015876 -0.20 -0.01 0.63
H -0.506312 -2.840169 -1.049490 -0.18 -0.63 0.24
H -0.433449 0.064279 -0.421650 -0.46 -1.65 -0.21
H -1.221249 -1.381113 1.627736 0.61 -0.35 0.71
H -2.368759 -1.987336 0.482100 0.21 -0.08 -0.13
H -3.218492 -0.143682 2.039001 0.99 0.02 -1.33
H -1.880835 0.806369 1.280464 -0.13 1.09 0.42
H -4.330834 1.217775 0.429072 0.10 0.14 -0.21
H -4.089695 -0.229411 -0.470328 -0.84 -1.33 -0.61
H -2.441443 2.075696 -0.749246 0.88 2.02 0.90
H -2.094068 0.721557 -1.429596 -0.39 -0.15 -0.10
```
Forces are in eV/Å.

Summary:
* relative energy (zero: lowest compared OMol25 entry of this formula, charge and spin): 2.6 kcal per mole
* charge: 0
* SMILES: CC(=O)NCCCCNCCCN

=====

Formula: C9H21NP
Source: the Open Molecules 2025 dataset
Level of theory: the ωB97M-V functional and the def2-TZVPD basis

The geometry in XYZ format:
```
32
Properties=species:S:1:pos:R:3:forces:R:3
C -0.156350 -0.122635 -0.533409 -1.09 0.38 -0.93
C -1.146301 -0.119648 0.508370 -3.73 -2.23 2.17
C -0.450548 -0.735574 -1.867031 1.47 -2.84 0.62
C -0.933600 0.020120 2.008760 2.88 1.21 1.02
C 3.452498 -1.204464 -0.079810 0.03 0.80 1.16
C -0.502855 2.270944 0.280772 3.66 -0.88 -0.93
C -2.332745 1.544759 -0.968619 0.63 0.45 -2.71
C 1.264261 0.140688 -0.280541 0.73 -0.86 1.91
C 1.957349 -1.105251 0.394126 1.47 0.36 -0.96
N -1.114393 1.065271 -0.318307 0.05 1.56 0.86
P -2.864395 -1.598765 0.085680 2.50 2.08 -2.04
H -0.656176 0.000603 -2.580014 0.38 1.10 -1.37
H -1.327865 -1.327953 -1.829734 -0.96 -0.59 0.04
H 0.358026 -1.496470 -2.162020 -0.95 1.50 0.18
H -1.457585 0.733629 2.683925 -0.86 -0.49 -1.29
H 0.138077 0.445380 2.302389 -1.61 -1.47 -0.90
H -1.023667 -0.966203 2.423509 0.12 -0.34 0.42
H 4.035285 -2.020422 0.345199 -0.60 -0.47 0.12
H 4.045592 -0.348722 0.281844 -0.38 0.13 -0.49
H 3.515887 -1.301716 -1.146912 0.07 0.19 -0.57
H 0.056245 2.819774 -0.586105 -0.64 -1.03 1.73
H -1.294528 2.893909 0.522386 -1.12 1.24 1.28
H 0.210615 1.900177 1.124615 -1.67 1.69 -1.55
H -2.038826 2.222896 -1.843080 -0.40 -0.46 1.51
H -2.883013 0.771188 -1.457380 -0.38 -0.76 0.09
H -2.916569 2.041041 -0.206274 -0.25 0.11 -0.11
H 1.589527 0.132542 -1.253413 1.77 0.50 -2.24
H 1.447592 1.117015 0.151819 0.49 -0.39 0.14
H 2.001650 -1.100700 1.510280 -0.85 -0.27 -0.98
H 1.507607 -1.964391 -0.137873 -0.27 -0.04 1.21
H -3.385116 -1.507833 1.285077 -1.16 0.54 2.60
H -2.029978 -2.597523 0.534243 0.66 -0.69 0.04
```
Forces are in eV/Å.

Summary:
* relative energy (zero: lowest compared OMol25 entry of this formula, charge and spin): 70.8 kcal per mole
* charge: +1

=====

Formula: C9H21NSi2
Source: the Open Molecules 2025 dataset
Level of theory: the ωB97M-V functional and the def2-TZVPD basis

The geometry in XYZ format:
```
33
Properties=species:S:1:pos:R:3:forces:R:3
C -2.413221 1.591102 0.689264 -1.59 -0.16 1.16
C 0.952311 3.955523 0.445770 1.08 1.37 2.86
C -1.849811 2.230563 -0.320426 -0.26 0.57 -0.63
C 1.050045 3.132035 -0.528432 2.15 -2.45 -3.77
C 0.837266 0.528847 1.866997 2.61 -2.55 0.15
C -0.017420 0.762403 -2.513105 0.79 2.04 0.39
C -0.101050 -2.961408 1.672712 2.73 -0.08 -0.88
C -0.975511 -2.162340 -1.102552 1.09 0.61 0.65
C 2.001159 -1.843965 -0.578860 0.52 -0.25 3.23
N 0.045149 -0.065200 0.837042 -0.58 2.25 -3.56
Si -0.098571 1.702632 -0.874900 -1.66 -1.99 1.61
Si 0.264819 -1.700416 0.264843 0.83 -0.30 -0.61
H -3.369111 1.930806 1.184328 0.92 -0.32 -0.87
H -1.995176 0.677587 1.069320 0.35 -0.04 0.40
H 1.792102 4.630020 0.627686 -0.53 0.27 0.02
H 0.304882 3.757124 1.265325 -1.04 0.49 0.41
H -2.527565 3.036523 -0.699864 1.34 -0.22 -0.06
H 2.020868 3.266273 -1.118786 -1.59 -0.36 0.27
H 2.001760 0.185200 1.767713 -2.25 1.23 0.43
H 0.757746 1.577662 2.091202 -0.04 0.62 -0.59
H 0.452878 0.049351 2.740584 0.26 -0.29 1.37
H 0.643090 -0.013911 -2.345721 1.60 -1.76 0.59
H -0.912126 0.254053 -2.739292 -1.35 -0.02 -0.47
H 0.467890 1.271127 -3.353230 -0.65 0.32 0.02
H 0.803968 -3.196697 2.290398 -0.86 0.65 -0.09
H -0.852512 -2.433818 2.164573 -1.24 0.66 1.58
H -0.469558 -3.934814 1.402310 -0.32 -0.26 -0.63
H -1.262946 -3.180882 -1.203685 0.04 -1.07 0.36
H -1.848829 -1.629654 -0.828144 -1.19 0.77 -0.17
H -0.602502 -1.878941 -2.067226 -0.03 0.44 -0.54
H 2.107618 -1.214626 -1.407268 0.20 1.44 -1.04
H 2.909611 -1.742671 0.135910 -1.50 0.04 -1.17
H 2.070168 -2.803623 -1.002936 0.16 -1.65 -0.42
```
Forces are in eV/Å.

Summary:
* DFT total energy: -26916.373 eV
* charge: 0

=====

Formula: C9H22INP
Source: the Open Molecules 2025 dataset
Level of theory: the ωB97M-V functional and the def2-TZVPD basis

The geometry in XYZ format:
```
34
Properties=species:S:1:pos:R:3:forces:R:3
C -1.596085 0.458047 1.896023 -1.32 -0.40 1.85
C 2.663696 -0.029038 -0.265607 -0.66 1.16 -1.78
C 1.793097 -1.424877 1.498004 -2.81 4.67 4.15
C -2.181140 0.017216 -1.438571 0.37 2.77 0.16
C 0.070792 -1.847794 -0.907150 -1.57 -1.51 -2.56
C -1.237703 1.294713 0.762712 -1.35 -0.42 -5.18
C 1.382117 -0.226497 0.517040 1.52 -1.91 1.04
C -0.066280 1.507484 -1.559937 0.96 2.16 2.50
C -0.879253 0.533663 -0.645383 0.96 0.31 -0.25
N 0.072711 -0.650244 -0.143408 -2.33 2.06 3.09
P -1.137578 3.111100 -1.890955 -0.28 -1.23 2.20
I 0.808494 0.613371 -3.323178 -0.28 0.35 0.38
H -2.533632 0.923620 2.243258 0.11 -0.96 0.29
H -1.756322 -0.628597 1.707918 -0.28 0.65 0.24
H -0.914603 0.584473 2.727773 0.31 -0.31 0.14
H 3.427233 0.279036 0.427423 0.11 0.33 0.40
H 3.069379 -0.910969 -0.730623 -0.14 -0.56 -0.27
H 2.558641 0.749460 -1.048463 0.31 -0.46 0.46
H 1.774017 -2.317777 1.010243 -0.09 -2.58 -1.09
H 1.070943 -1.356544 2.504124 1.43 -0.77 -2.74
H 2.747373 -1.212308 1.976884 0.17 -0.10 -0.51
H -2.041972 -0.406452 -2.460412 0.28 0.91 0.64
H -2.708645 -0.734777 -0.932053 -0.68 -1.04 1.19
H -2.901595 0.964977 -1.439105 1.54 -2.11 -0.32
H 1.075983 -1.993352 -1.193133 1.00 -0.77 -0.53
H -0.403487 -2.792539 -0.504453 0.66 1.40 0.23
H -0.500876 -1.590734 -1.840516 0.78 -0.74 0.79
H -2.110708 1.864245 0.387895 0.53 0.09 0.68
H -0.450156 1.959167 0.903376 1.21 1.27 0.57
H 1.173477 0.711050 1.020015 -0.19 -0.21 0.33
H 0.946219 2.165885 -0.805097 -3.05 -2.31 -2.43
H -0.520392 -0.780874 0.734901 1.22 -0.59 -1.23
H -2.078402 2.737095 -2.848876 0.10 -0.44 -0.56
H -0.127372 3.435599 -2.668252 1.46 1.29 -1.88
```
Forces are in eV/Å.

Summary:
* relative energy (zero: lowest compared OMol25 entry of this formula, charge and spin): 33.3 kcal per mole
* charge: +1

=====

Formula: C9H22LiNO3
Source: the Open Molecules 2025 dataset
Level of theory: the ωB97M-V functional and the def2-TZVPD basis

The geometry in XYZ format:
```
36
Properties=species:S:1:pos:R:3:forces:R:3
Li -0.000333 -0.240109 0.060380 -9.02 6.98 -1.22
C 2.305479 0.993598 0.377001 0.92 -0.42 0.24
C 1.753102 -0.181224 -0.479515 3.34 -0.86 0.26
C 2.923708 -0.860229 -1.273840 -0.72 -0.45 -0.20
O 0.968765 -1.076350 0.278882 13.18 -5.68 -0.30
H 3.011165 1.653579 -0.127523 0.22 -0.13 -0.54
H 2.850740 0.585262 1.227913 -0.04 -0.09 0.24
H 1.481037 1.640362 0.677150 2.92 -1.48 -0.38
H 1.250650 0.362197 -1.279714 -0.98 -0.06 -0.41
H 2.582439 -1.781234 -1.746480 -0.33 -0.45 0.55
H 3.791661 -1.101067 -0.660037 -0.02 0.10 0.06
H 3.224679 -0.351130 -2.189435 0.32 0.90 0.28
C -0.587862 -2.030372 2.376569 0.65 -0.18 0.38
O -0.848182 -1.306997 1.204646 -4.32 -0.36 1.61
C -1.721962 -1.993029 0.336082 -0.18 -0.01 -1.02
C -2.159592 -1.084899 -0.827742 0.25 -0.70 0.24
N -0.999208 -0.510558 -1.532938 -1.79 1.59 -0.46
C -1.283809 0.923895 -1.783340 1.34 0.15 -0.13
C -1.180070 1.790345 -0.502092 -1.48 1.55 -0.71
O -0.011987 1.673614 0.245164 -1.76 0.52 1.59
C 0.075309 2.512733 1.457947 -0.41 0.61 -0.48
H 0.189191 -1.555256 2.975359 0.02 0.40 -0.42
H -0.187414 -3.016880 2.142996 -0.15 -0.20 -0.14
H -1.458694 -2.115310 3.026582 -0.36 -0.11 -0.13
H -2.633195 -2.360411 0.808085 -0.07 -0.08 0.41
H -1.203017 -2.833517 -0.124763 0.27 -0.30 0.22
H -2.823693 -0.315840 -0.433261 0.09 0.19 -0.09
H -2.725249 -1.646158 -1.571467 -0.33 -0.34 0.36
H -0.953888 -0.877344 -2.472889 0.37 -0.61 0.23
H -2.229585 1.067816 -2.305743 -0.63 0.21 0.60
H -0.590282 1.231724 -2.565882 0.52 0.28 0.36
H -2.076099 1.616830 0.093849 -0.08 -0.23 0.37
H -1.203764 2.854927 -0.734870 -0.60 0.15 -0.74
H 0.072549 3.579221 1.232801 -0.42 0.10 -0.67
H 1.079669 2.388599 1.862868 -0.56 -0.36 0.34
H -0.682258 2.363212 2.227256 -0.18 -0.63 -0.31
```
Forces are in eV/Å.

Summary:
* relative energy (zero: lowest compared OMol25 entry of this formula, charge and spin): 140.6 kcal per mole
* charge: 0

=====

Please write out number 6 again, unchanged.
Formula: C9H22LiNO3
Source: the Open Molecules 2025 dataset
Level of theory: the ωB97M-V functional and the def2-TZVPD basis

The geometry in XYZ format:
```
36
Properties=species:S:1:pos:R:3:forces:R:3
Li -0.000333 -0.240109 0.060380 -9.02 6.98 -1.22
C 2.305479 0.993598 0.377001 0.92 -0.42 0.24
C 1.753102 -0.181224 -0.479515 3.34 -0.86 0.26
C 2.923708 -0.860229 -1.273840 -0.72 -0.45 -0.20
O 0.968765 -1.076350 0.278882 13.18 -5.68 -0.30
H 3.011165 1.653579 -0.127523 0.22 -0.13 -0.54
H 2.850740 0.585262 1.227913 -0.04 -0.09 0.24
H 1.481037 1.640362 0.677150 2.92 -1.48 -0.38
H 1.250650 0.362197 -1.279714 -0.98 -0.06 -0.41
H 2.582439 -1.781234 -1.746480 -0.33 -0.45 0.55
H 3.791661 -1.101067 -0.660037 -0.02 0.10 0.06
H 3.224679 -0.351130 -2.189435 0.32 0.90 0.28
C -0.587862 -2.030372 2.376569 0.65 -0.18 0.38
O -0.848182 -1.306997 1.204646 -4.32 -0.36 1.61
C -1.721962 -1.993029 0.336082 -0.18 -0.01 -1.02
C -2.159592 -1.084899 -0.827742 0.25 -0.70 0.24
N -0.999208 -0.510558 -1.532938 -1.79 1.59 -0.46
C -1.283809 0.923895 -1.783340 1.34 0.15 -0.13
C -1.180070 1.790345 -0.502092 -1.48 1.55 -0.71
O -0.011987 1.673614 0.245164 -1.76 0.52 1.59
C 0.075309 2.512733 1.457947 -0.41 0.61 -0.48
H 0.189191 -1.555256 2.975359 0.02 0.40 -0.42
H -0.187414 -3.016880 2.142996 -0.15 -0.20 -0.14
H -1.458694 -2.115310 3.026582 -0.36 -0.11 -0.13
H -2.633195 -2.360411 0.808085 -0.07 -0.08 0.41
H -1.203017 -2.833517 -0.124763 0.27 -0.30 0.22
H -2.823693 -0.315840 -0.433261 0.09 0.19 -0.09
H -2.725249 -1.646158 -1.571467 -0.33 -0.34 0.36
H -0.953888 -0.877344 -2.472889 0.37 -0.61 0.23
H -2.229585 1.067816 -2.305743 -0.63 0.21 0.60
H -0.590282 1.231724 -2.565882 0.52 0.28 0.36
H -2.076099 1.616830 0.093849 -0.08 -0.23 0.37
H -1.203764 2.854927 -0.734870 -0.60 0.15 -0.74
H 0.072549 3.579221 1.232801 -0.42 0.10 -0.67
H 1.079669 2.388599 1.862868 -0.56 -0.36 0.34
H -0.682258 2.363212 2.227256 -0.18 -0.63 -0.31
```
Forces are in eV/Å.

Summary:
* relative energy (zero: lowest compared OMol25 entry of this formula, charge and spin): 140.6 kcal per mole
* charge: 0